1.
This record from OMol25 describes a molecular structure, C3H3Br2F. The level of theory is ωB97M-V/def2-TZVPD.

Total charge = 0
HOMO-LUMO gap = 0.393 hartree
Calculated total energy = -145960.31180 eV
HOMO = -10.211 eV
Largest force on an atom = 0.0679 Eh/bohr

Last column: Löwdin charge in e.
Geometry (Å):
C1 0.70 0.17 0.63  -0.111
C2 -0.62 -0.50 0.35  -0.417
C3 0.00 0.29 -0.73  -1.183
F1 -0.70 -1.83 0.19  0.019
Br1 0.79 -0.52 -2.24  0.740
Br2 -0.76 2.08 -1.15  0.618
H1 0.48 0.80 1.41  0.076
H2 1.52 -0.50 0.58  0.098
H3 -1.41 0.00 0.96  0.160


2.
This record from OMol25 describes 2 unconnected molecules or ions with the total composition C3H10N3. The level of theory is ωB97M-V/def2-TZVPD.

Total charge = +1
HOMO-LUMO gap = 0.347 hartree
Calculated total energy = -7734.81915 eV
HOMO = -14.247 eV
Largest force on an atom = 0.0475 Eh/bohr

Last column: Löwdin charge in e.
Geometry (Å):
C1 3.01 -0.12 -0.45  0.064
C2 0.97 0.16 0.98  -0.182
C3 1.82 -0.55 -0.07  -0.150
N1 0.64 1.26 0.19  0.060
N2 -0.48 1.34 -0.34  0.169
N3 -2.54 -0.32 -0.09  0.058
H1 3.60 -0.66 -1.17  0.077
H2 3.45 0.78 -0.05  0.081
H3 0.13 -0.45 1.32  0.118
H4 1.61 0.48 1.81  0.139
H5 1.35 -1.41 -0.52  0.107
H6 -1.33 0.63 -0.19  0.068
H7 -0.59 2.12 -0.99  0.157
H8 -2.44 -1.10 0.55  0.074
H9 -2.74 -0.70 -1.00  0.078
H10 -3.35 0.21 0.22  0.080


3.
This record from OMol25 describes 2 unconnected molecules or ions with the total composition C12H17N. The level of theory is ωB97M-V/def2-TZVPD.

Total charge = +1
HOMO-LUMO gap (alpha / beta) = 0.344 / 0.210 hartree
Spin multiplicity = 2
Calculated total energy = -14199.22064 eV
HOMO (alpha / beta) = -13.177 / -13.135 eV
Largest force on an atom = 0.1991 Eh/bohr

Last column: Löwdin charge in e.
Geometry (Å):
C1 -2.93 1.00 -0.89  0.011
C2 -0.91 -0.68 -1.06  -0.090
C3 -2.05 -0.09 -0.32  -0.117
C4 -0.31 -1.50 -0.05  -0.152
C5 -2.21 -0.60 0.96  0.133
C6 -0.45 -0.58 -2.41  0.039
C7 0.96 -2.07 -0.46  -0.013
C8 0.78 -1.14 -2.75  0.007
C9 1.47 -1.86 -1.70  -0.036
N1 -1.07 -1.53 1.15  0.173
H1 -1.16 -0.12 -2.91  0.074
H2 -3.47 1.58 -0.04  0.136
H3 -3.57 0.46 -1.46  0.063
H4 -2.82 -0.36 1.77  0.130
H5 -0.95 -1.90 1.98  0.077
H6 1.42 -2.87 0.34  0.183
H7 1.26 -0.92 -3.70  0.122
H8 2.31 -2.45 -1.94  0.107
H9 -2.39 1.79 -1.36  0.086
C10 1.95 0.84 1.55  -0.311
C11 1.98 1.74 0.38  -0.141
C12 0.59 1.08 2.18  -0.133
H10 2.00 -0.31 1.22  0.126
H11 2.77 1.20 2.16  0.100
H12 1.38 1.18 -0.40  0.083
H13 0.04 0.12 2.52  0.078
H14 0.83 1.66 3.11  0.093
H15 2.90 1.84 -0.09  0.047
H16 1.67 2.76 0.53  0.085
H17 -0.05 1.73 1.67  0.039


4.
This record from OMol25 describes 3 unconnected molecules or ions with the total composition C5H13NO2. The level of theory is ωB97M-V/def2-TZVPD.

SMILES = C=C(N)/C=C/C.O.O
Total charge = 0
HOMO-LUMO gap = 0.319 hartree
Calculated total energy = -10977.46879 eV
HOMO = -8.255 eV
Largest force on an atom = 0.1420 Eh/bohr

Last column: Löwdin charge in e.
Geometry (Å):
N1 -0.54 3.00 0.48  0.040
C1 -0.36 1.86 -0.44  -0.403
C2 0.49 2.11 -1.45  0.019
C3 -1.75 -1.71 -0.83  -0.077
C4 -0.82 -0.49 -0.71  -0.129
C5 -1.22 0.71 -0.29  -0.096
H1 -0.86 2.59 1.34  0.042
H2 0.32 3.60 0.70  0.112
H3 1.07 3.03 -1.73  0.069
H4 0.71 1.71 -2.36  0.009
H5 -2.49 -1.61 0.00  0.093
H6 -1.17 -2.64 -0.90  0.066
H7 -2.26 -1.64 -1.75  0.051
H8 0.11 -0.87 -0.92  0.067
H9 -2.06 0.86 0.45  0.143
H10 3.21 -2.45 -0.81  0.020
H11 1.83 -2.66 -0.33  0.071
O1 2.67 -3.21 -0.57  -0.095
H12 0.97 -0.25 2.59  0.101
H13 0.55 -0.91 3.78  -0.070
O2 0.56 -1.13 2.94  -0.032


Q: total charge of number 3 (C12H17N)?
A: +1